DFT (ωB97M-V/def2-TZVPD) results for a 4-piece molecular cluster, C26H28NO19PS overall.

```
76
Properties=species:S:1:pos:R:3:forces:R:3:mulliken_charge:R:1
S 0.3586 -4.3838 -2.2474 0.1256 -0.0823 -0.0240 -0.1687
P -4.1656 -0.9624 -3.6103 0.1669 0.2660 -0.4926 0.8776
O -3.7157 -0.6128 -4.9662 -0.0885 -0.0764 0.4851 -0.8633
O 0.5452 -1.7968 -2.8903 0.2394 0.5823 0.1904 -0.3409
O -1.0555 5.0885 2.0075 -0.0473 0.0630 0.0106 -0.6086
O 0.3686 2.9330 2.1939 -0.0424 0.0291 -0.0983 -0.4049
O 1.5708 -0.0012 -0.7928 -0.0595 -0.0375 0.0010 -0.4233
O -0.7057 5.4903 6.6801 0.0270 -0.0093 0.0725 -0.6280
O 6.0940 -5.8858 0.7300 -0.0200 -0.0444 -0.0548 -0.6338
O 4.3029 -4.7511 -0.7634 -0.0446 0.0518 -0.0292 -0.5462
O 0.7761 3.3720 6.8546 0.0343 -0.0649 -0.0190 -0.5845
O 1.2042 2.1919 -2.1644 0.0609 -0.0174 -0.0780 -0.7065
O -0.2468 -1.6494 -4.9279 0.2047 0.0994 0.0209 -0.1652
O 3.3507 4.8014 1.1084 -0.0557 0.0456 -0.0602 -0.6100
O -1.9062 -3.5559 -0.1347 -0.1542 0.0234 -0.4217 -0.5827
O 5.0800 -0.7898 1.6387 0.1076 0.0411 0.1100 -0.5805
O 3.7651 2.6174 2.4327 -0.0161 0.0776 0.0494 -0.7209
O -3.5269 -0.1372 -2.4056 0.0428 0.0926 -0.1485 -0.2173
O -5.7358 -0.7456 -3.4413 0.0201 -0.1030 0.1243 -0.3358
O 6.9153 -1.9038 3.0959 0.0466 -0.0444 0.0355 -0.5975
O -1.3970 -2.2808 -1.9118 -0.2202 -0.6128 -0.5254 0.1962
N 0.4829 -2.2922 -4.3314 -0.3878 -0.2815 -0.1981 0.2885
C 6.6278 -3.9681 2.0032 0.0517 -0.0989 0.0127 -1.0017
C -3.6736 -2.9516 -1.6403 0.0240 0.2471 -0.1473 -0.1911
C 4.8786 -3.9878 0.1495 -0.0454 0.0169 -0.0308 0.4474
C 1.7884 2.3530 -1.1072 0.1483 0.2082 0.0750 1.1076
C -1.8064 1.2264 -1.4174 -0.2164 -0.1866 -0.0511 -0.6087
C -7.8572 -0.5733 -2.3374 0.0193 -0.0746 0.1942 -1.3485
C -2.5900 0.9353 -2.6866 0.0746 0.1617 0.2929 -0.6096
C 0.3698 3.7062 5.6424 0.0319 -0.0436 0.0087 0.4953
C -0.4840 4.9557 5.6097 -0.0807 0.0927 -0.1604 1.0313
C -2.2558 -2.9954 -1.1416 0.4951 0.1049 0.7445 -0.1046
C -6.4087 -0.9970 -2.1995 -0.2406 0.0230 0.0391 0.0982
C 2.6848 1.1753 0.9007 0.0746 -0.0131 0.1533 -0.4086
C 5.9180 -4.7081 0.9809 0.1100 0.0714 0.1400 0.9587
C -0.6665 4.7441 3.2245 -0.0382 0.0395 -0.0018 0.2813
C -0.0088 -2.6134 -1.9318 0.2525 0.2738 0.1704 0.0022
C 4.5827 -2.6937 0.3395 -0.0599 0.1081 -0.0175 -1.2045
C 5.2809 -1.9618 1.3728 -0.1733 -0.0842 -0.2186 1.1387
C 0.1665 3.4832 3.2637 0.1111 -0.0702 0.1658 0.9998
C -0.9721 5.4326 4.3332 -0.0483 0.0842 0.0690 -0.9522
C 2.8917 3.6861 0.5595 0.0142 0.0783 -0.0088 0.3209
C 2.0386 1.1261 -0.2681 0.0349 -0.0695 0.0351 -0.0158
C 3.1597 2.4510 1.3888 -0.1091 -0.2323 -0.0390 0.9128
C 6.3325 -2.6740 2.1915 0.0378 -0.0240 0.0293 0.2175
C 0.6726 3.0160 4.5325 0.0600 -0.0942 -0.0679 -1.2150
C 2.2484 3.6355 -0.6148 -0.0555 0.0231 -0.1220 -1.1975
C -3.8284 -2.6641 -3.1423 -0.1451 -0.3760 0.1045 -0.8635
H -4.6420 -3.2651 -3.5563 0.0393 0.0085 -0.0177 0.5762
H -5.9258 -0.4436 -1.3894 0.0863 0.0481 -0.1212 0.2263
H -8.3127 -0.5561 -1.3434 -0.0071 0.0237 -0.0830 0.3926
H -2.3630 1.8944 -0.7598 0.0398 0.0013 0.0432 0.4002
H -3.1717 1.8070 -2.9889 0.1048 -0.0267 -0.1643 0.4421
H -0.8426 1.6729 -1.6663 -0.2457 0.0169 0.0499 0.0406
H 6.5014 -1.0218 3.0130 -0.0467 0.0236 -0.0355 0.3730
H -4.1164 -3.9106 -1.3738 -0.0300 0.0786 0.0960 0.4115
H 3.8407 -2.1698 -0.2482 -0.0065 -0.0173 -0.0085 0.6207
H -7.9233 0.4267 -2.7685 -0.0016 -0.0856 0.0163 0.3436
H 1.1359 0.2307 -1.6372 0.0563 -0.0351 -0.0884 0.2592
H -8.4241 -1.2778 -2.9472 0.0776 0.1190 -0.0994 0.3082
H 0.4739 -2.3151 -0.9997 -0.2068 -0.1489 0.0847 0.4373
H 2.0559 4.5136 -1.2151 0.0190 0.0114 0.0083 0.4772
H -1.6408 0.2897 -0.8805 0.1358 0.0511 -0.0408 0.2188
H -0.8971 -4.8274 -2.3048 -0.1311 0.0237 0.0365 0.1390
H 1.2837 2.1245 4.5448 0.0089 0.0077 0.0199 0.4891
H 2.8710 0.2977 1.5003 0.0304 -0.0082 -0.0172 0.5389
H 4.7039 -5.6378 -0.6713 0.0407 -0.0304 0.0400 0.3635
H -6.3558 -2.0640 -1.9608 0.0416 0.0144 -0.0303 0.2210
H -4.1458 -2.1713 -1.0374 -0.1180 -0.1698 0.0311 0.1836
H -1.5687 6.3334 4.3166 -0.0049 -0.0029 -0.0221 0.4366
H 0.4057 4.0432 7.4616 -0.0394 0.0544 -0.0055 0.3737
H -0.6918 4.4130 1.4018 0.0415 -0.0546 0.0063 0.3259
H 7.3760 -4.4875 2.5846 -0.0001 0.0165 0.0164 0.4376
H -2.9215 -2.9483 -3.6778 -0.0794 0.0325 -0.0472 0.3165
H 3.7780 4.5301 1.9453 0.0189 -0.0661 0.0347 0.3629
H -1.9322 0.6354 -3.5010 -0.0906 -0.0495 -0.0216 0.3502
```
Forces are in eV/Å.

Summary:
Spin multiplicity: 1
Charge: 0
E in eV: -87930.71148
Highest occupied orbital energy in eV: -9.6
SMILES string: CCOP(=O)(CCC(=O)O[C@@H](S)ON=O)OCC.O=C1C=C(O)C(=O)C=C1O.O=C1C=C(O)C(=O)C=C1O.O=C1C=C(O)C(=O)C=C1O
Orbital gap in Eh: 0.289

***

DFT (ωB97M-V/def2-TZVPD) results for a 10-piece molecular cluster, C29H78O11 overall in a non-equilibrium geometry.

```
118
Properties=species:S:1:pos:R:3:forces:R:3:mulliken_charge:R:1
O 4.2269 0.8707 -0.7031 0.1313 -0.1391 1.2844 -0.4704
O -0.4598 -3.0462 2.9775 -1.7965 0.5663 1.6261 -0.5772
O -4.0617 -0.9596 1.0384 0.1940 -0.6612 -0.1675 -0.6593
O -0.3354 4.3731 3.4108 -0.1814 0.5190 -0.1426 -0.5268
O -2.8503 4.3831 -0.8203 1.0988 0.3396 -0.7357 -0.6393
O -3.7109 -0.6640 -3.8743 0.7579 -0.9223 -0.5135 -0.4437
O 4.4828 -0.4236 1.7894 -1.0519 -0.1982 0.2688 -0.7190
O 0.2962 3.6783 -0.6777 0.9362 0.6067 0.3396 -0.3044
O 1.7030 -2.9355 -2.1975 0.1104 -0.7052 0.3633 -0.6159
O -3.6107 1.6774 1.4164 0.9167 1.6984 -0.0060 -0.6315
O 1.9259 -0.7670 0.0524 -0.4112 0.4098 -0.3635 0.0797
C -2.9745 2.2294 0.2474 -1.4984 -0.9239 -0.4571 0.6050
C 2.9788 0.5583 3.4972 0.7644 0.2766 0.0848 -0.9617
C -1.4064 2.7818 4.8870 -0.6496 -0.5312 0.0764 -1.4672
C 2.3505 4.6405 -1.5851 0.4957 -0.5332 -0.1699 -0.9256
C -4.6954 -1.4301 -0.1816 0.8596 0.2994 0.3561 0.7230
C -5.0160 -0.1926 -0.9713 1.0770 0.1517 0.1427 -1.0501
C 5.3119 0.9969 -1.6099 -0.0329 -0.5130 -1.2813 0.3936
C -0.2851 3.0250 3.8970 -0.6201 1.7928 1.7669 0.3908
C -1.8429 -3.5476 2.9494 0.9861 1.9154 -0.5464 1.3088
C 5.7494 -0.4353 -1.9632 0.5345 0.6222 -0.9686 -1.1143
C 1.3856 4.6551 -0.4317 -0.7914 -0.6175 0.8222 0.4607
C -2.9845 -2.1099 -5.7772 -0.9880 -0.1265 -0.9771 -1.3617
C -2.8626 0.4565 -5.8256 -2.0638 -1.9908 -1.0598 -1.5286
C -2.7776 -0.8300 -4.9968 -0.0512 0.9733 1.0167 0.9255
C 0.6348 -5.0835 -2.9264 -0.0564 1.2235 1.3804 -1.4267
C -3.0120 3.7315 0.4001 0.3037 -0.5201 0.5353 -0.7378
C 5.4229 1.2158 3.1989 0.1796 0.2601 0.1772 -1.6056
C 1.0076 -4.4745 -0.4505 -1.6434 -0.5108 -0.5779 -1.0132
C 4.8087 1.7057 -2.8709 -1.9093 0.1139 0.8450 -1.2102
C -0.2736 -0.9952 0.8047 -1.0943 0.5277 -0.6198 -0.2942
C 0.7071 -3.9132 -1.8250 0.0729 0.0694 -1.4755 1.5915
C 0.0573 -0.0430 -1.4247 1.7921 -1.0242 -1.9319 -0.8590
C -1.9928 -4.5340 1.8450 -0.8747 -0.1063 -0.2586 -1.0189
C 0.6062 -0.1507 -0.0340 0.3425 0.9646 0.8817 3.3325
C 2.0697 4.4034 0.9367 -0.0817 0.5272 -0.0341 -0.8046
C -3.8145 -2.4499 -0.9096 0.0774 0.5104 0.5789 -1.3050
C -0.3986 2.0974 2.8057 -0.0845 -1.7405 -0.8065 0.5440
C 4.3913 0.1329 3.1430 -0.1721 0.2365 -1.5413 0.7376
C -2.2535 -3.9218 4.3435 1.4110 -0.8666 -0.5612 -1.7469
H -1.3943 -5.4006 2.0425 0.6205 -0.5652 0.0039 0.4650
H -3.7565 0.3435 -6.5027 0.4915 0.2366 0.6224 0.3298
H -0.3049 -5.6577 -2.7187 0.8056 0.4315 -0.5218 0.3452
H -3.5293 -1.6784 1.4076 -0.1533 0.2215 -0.0461 0.1624
H 6.3942 0.7654 3.0358 0.2510 0.1009 -0.7430 0.4168
H 2.3159 -0.2984 3.4177 -0.2669 -0.0138 0.2754 0.3085
H 5.5353 1.5624 4.2075 -0.3224 0.4569 0.7311 0.4868
H -5.4596 -0.5038 -1.9021 -0.5702 0.2298 -0.2734 0.5293
H 0.9011 0.4664 -2.0078 -1.4349 -0.4898 0.1863 0.3113
H -2.0656 0.5662 -6.5161 1.0821 0.4017 -0.2741 0.4384
H 1.9135 -5.0322 -0.4448 0.7081 -0.6045 -0.0299 0.5142
H -4.3711 -2.8149 -1.7541 -0.0931 -0.2454 -0.5061 0.5368
H 0.6588 0.8747 0.4137 0.1452 -0.6211 -0.2576 -1.9242
H -1.2831 3.5374 5.6613 -0.1753 -0.3577 0.5739 0.4503
H -4.0151 -2.1542 -6.1929 0.4856 0.3853 0.0199 0.3030
H 2.5934 -0.1433 -0.2850 -0.1008 -0.0245 -0.3095 0.0836
H 1.8064 4.6842 -2.5298 0.1174 0.2162 -0.0012 0.3520
H 2.7973 5.2033 1.2076 -0.6625 -0.2725 -0.3117 0.4857
H -1.6433 -3.3095 4.9664 -0.2258 0.9415 0.8067 0.4236
H -1.8974 4.3364 -1.0153 -0.3364 0.0802 -0.1547 0.3323
H -3.9864 4.0025 0.7553 -0.5199 0.0852 0.4263 0.4990
H -2.2866 -2.1724 -6.6409 -0.3070 0.0189 0.6303 0.3590
H -1.2452 2.3828 2.2265 -0.9482 -0.1942 -0.3766 -0.2844
H 3.9480 1.1380 -3.3033 0.6100 0.2748 0.2972 0.2365
H -4.0750 0.3354 -1.2188 -0.5226 -0.4674 0.0109 -0.2643
H -1.8565 -4.8876 4.5571 0.0333 -1.2001 0.2243 0.3893
H -2.8319 -2.0646 -1.2588 -0.6836 0.0155 0.2909 0.0574
H 0.4097 2.0422 2.1218 1.1087 0.2212 -0.4648 -0.6906
H -3.0548 1.2743 -5.1760 0.3612 0.9298 0.3881 0.4355
H -0.1618 -2.0025 0.4438 -0.3866 -0.5578 -0.1899 -0.5301
H -5.6089 0.4752 -0.3446 -0.2888 0.0033 -0.3841 0.4336
H -2.3983 2.9570 4.4290 0.4613 -0.1776 0.0121 0.2605
H 1.5035 -5.7245 -2.7440 -0.1750 -0.0615 -0.0974 0.3552
H -0.8983 0.5168 -1.5059 0.6640 -0.4231 0.1161 0.3528
H 0.0434 -0.9771 1.8049 0.1987 0.0018 1.4381 0.4799
H -1.7970 -0.8404 -4.5123 -0.0147 -0.1840 0.0280 -0.0371
H -4.4186 -0.0817 -4.1462 -0.2373 0.1396 -0.2278 0.2459
H 6.0723 1.6528 -1.1845 0.3479 -0.3354 0.2503 0.3105
H -3.6607 -3.2778 -0.2178 0.1821 -0.2176 -0.1034 0.4159
H 0.1063 -3.5074 2.3949 0.5827 -0.9783 -1.0648 0.2414
H -0.5187 1.0967 3.2447 -0.1848 0.1226 -0.4182 0.2865
H 2.6083 1.3596 2.8517 0.1092 -0.0487 0.0001 -0.0920
H 1.9503 -2.4792 -1.3720 -0.0427 0.1165 -0.4095 0.1605
H 0.6143 2.9527 4.4620 1.1765 -0.4630 0.3411 0.2812
H -3.6249 1.9971 -0.6390 0.8593 0.2744 0.5773 0.4178
H -2.4773 -2.6712 2.7411 0.3358 0.1170 -0.3648 -0.1925
H -3.0251 -4.8917 1.9113 -0.0489 0.0076 -0.5554 0.4663
H -2.9514 -3.0321 -5.2026 0.5390 0.1258 0.3681 0.3332
H 4.7208 -0.6167 3.8287 0.0309 -0.8711 0.5083 0.2479
H 5.2001 2.0749 2.5547 0.2023 -0.3227 -0.0463 0.2668
H -0.2339 -3.3242 -1.8193 -0.0335 -0.7129 0.0908 -0.5117
H -0.0126 -1.1263 -1.8439 -0.1669 1.9464 0.4399 -0.0946
H 2.6446 3.4849 1.0245 0.0595 -0.3807 -0.5875 -0.0161
H 5.5456 1.8119 -3.6430 0.5433 0.1278 -0.1837 0.4694
H -0.4241 5.0145 4.1401 0.0676 -0.6622 -0.3648 0.3237
H 1.0779 -3.6993 0.2662 0.2780 1.0486 0.7514 -0.0543
H 4.3907 2.6949 -2.5661 0.5179 -0.5974 -0.4592 0.1641
H -5.6199 -1.8958 0.1354 -0.3327 -0.4010 -0.0907 0.1928
H 3.0705 0.9415 4.5238 -0.5862 -0.1872 -0.1680 0.5149
H -3.3020 -3.9074 4.5270 -0.7204 0.2728 0.1776 0.3883
H 6.4716 -0.5080 -2.8187 -0.6049 0.2551 0.6990 0.3859
H -1.7514 -4.1121 0.8420 -0.3027 -0.2866 0.7687 -0.0722
H -1.3795 1.7103 5.2594 0.0251 1.4242 -0.0791 0.3426
H 0.8087 5.5947 -0.3581 0.4703 -0.2594 -0.1513 0.3146
H 0.1487 -5.0827 -0.1169 0.4822 -0.1429 -0.1766 0.2395
H 4.8227 -0.9298 -2.2475 0.0521 -0.2594 -0.1127 0.1779
H 6.1827 -0.9587 -1.1314 0.1812 -0.2191 0.5441 0.3713
H 4.5742 0.4321 0.1267 -0.4014 0.6679 -0.7354 0.2388
H -1.3199 -0.6253 0.7133 0.5508 -0.4666 0.1853 -0.2014
H 0.7187 -4.7003 -3.9651 -0.4051 -0.1368 0.7439 0.3722
H -1.9421 1.8537 0.0459 -0.5516 0.1070 0.3434 -0.3802
H -2.2561 4.0121 1.1349 -0.0036 0.3764 0.1138 0.0628
H 2.9277 3.6854 -1.5854 -0.4090 0.6187 0.1172 -0.2384
H 1.3027 4.3357 1.7027 -0.0637 0.2999 0.1432 0.0171
H 0.7014 2.8023 -0.6771 -0.0459 -0.0083 -0.0530 0.0860
H -3.8196 0.7524 1.3497 0.1244 -0.9224 -0.4825 0.4461
H 3.0745 5.4627 -1.5022 -0.2116 -0.1548 -0.1285 0.4729
H 3.6052 -0.8026 1.5474 0.6897 0.2197 0.3091 0.1215
```
Forces are in eV/Å.

Summary:
Spin multiplicity: 1
Charge: 0
E in eV: -53858.68691
Energy above the lowest of the compared OMol25 structures with the same formula, charge and spin in kcal/mol: 34.1
Highest occupied orbital energy in eV: -9.4
SMILES string: CC(C)O.CC(C)O.CC(C)O.CC(C)O.CC(C)O.CC(C)O.CC(C)O.CC(C)O.CC(C)O.OCCO
Orbital gap in Eh: 0.368

***

Q: Look up the E of the second one.
A: -53858.68691 eV